{"formula": "C11H6ClCrN2O4Se4", "method": "ωB97M-V/def2-TZVPD", "total_charge": -1, "multiplicity": 5, "homo_energy_ev": [-4.1, -4.3], "energy_ev": -325008.67709, "lumo_energy_ev": [2.3, 2.2], "de_lowest_kcal_mol": 11.5, "s_squared": 6.042, "elements": ["Cr", "Se", "Se", "Se", "Se", "O", "C", "O", "C", "C", "Cl", "N", "N", "C", "C", "O", "O", "C", "C", "C", "C", "C", "C", "H", "H", "H", "H", "H", "H"], "positions_angstrom": [[11.20978, 12.02123, 5.54118], [12.69785, 9.99518, 5.54363], [13.70715, 9.90497, 3.40067], [14.61757, 12.00727, 3.32653], [12.71000, 13.18302, 3.91402], [5.73340, 13.84382, 4.08103], [5.62904, 12.51199, 4.23636], [4.53351, 11.95998, 4.28779], [6.93717, 11.81760, 4.54562], [7.04228, 10.41473, 4.56784], [6.10871, 9.27082, 3.68466], [8.25498, 10.09857, 5.03616], [9.01480, 11.22391, 5.30552], [8.21416, 12.26774, 4.98258], [8.77978, 13.61402, 5.12301], [8.14811, 14.63947, 4.90018], [9.95798, 13.58060, 5.58483], [8.91276, 8.77678, 4.94746], [8.42844, 7.75233, 5.78695], [8.91361, 6.46158, 5.58281], [9.89925, 6.22846, 4.62080], [10.42551, 7.29750, 3.95497], [10.01301, 8.60494, 4.12562], [6.64282, 14.19280, 4.24587], [7.66512, 8.00768, 6.51224], [8.52111, 5.58997, 6.22296], [10.23480, 5.22381, 4.45315], [11.20305, 7.17137, 3.20644], [10.37117, 9.41308, 3.59979]], "mulliken_charge": [0.58, -0.38, -0.13, -0.21, -0.24, -0.52, 0.38, -0.59, -0.26, 0.59, -0.15, 0.69, -0.87, 0.21, 1.13, -0.79, -0.73, -0.19, -0.31, -0.37, -0.52, -0.62, -0.43, 0.45, 0.45, 0.25, 0.43, 0.35, 0.81]}